#i
DFT (ωB97M-V with the def2-TZVPD basis set) results for C7H11NO as an isolated structure.

Summary:
Orbital gap (eV): 9.073
LUMO level (eV): 0.752
HOMO level (eV): -8.32

```
20
C7H11NO (ωB97M-V with the def2-TZVPD basis set)
C 2.9197 -0.4135 0.0424
C 0.5404 -0.3076 -0.7011
C -0.6814 0.6065 -0.9761
C -0.6008 1.6000 0.0083
C -0.8138 0.3817 1.0494
C -1.7989 -0.1419 -0.1039
C 0.5560 -0.3135 0.8136
H 3.8702 -0.2004 -0.7514
H 2.8221 -1.5796 -0.3712
H 3.3675 -0.3017 1.1182
H 0.8167 -1.1218 -1.4888
H -0.4864 1.1789 -1.9459
H 0.3506 2.2250 0.2613
H -1.5314 2.1706 0.2851
H -1.1177 0.6783 2.1195
H -2.7249 0.5790 -0.1147
H -2.3939 -1.6004 0.6782
H 0.6754 -1.2354 1.6647
N 1.7217 0.3204 -0.0910
O -2.0534 -1.4382 -0.2017
```

=====

#ii
DFT (ωB97M-V with the def2-TZVPD basis set) results for a 2-piece molecular cluster, C7H11NO overall.

Summary:
Orbital gap (eV): 8.867
LUMO level (eV): 0.694
HOMO level (eV): -8.17
SMILES string: N=C=CCC=C1CC1.O

```
20
C7H11NO (ωB97M-V with the def2-TZVPD basis set)
N -0.0576 1.7901 -0.3275
C -0.9911 2.4939 -0.6952
C -1.8775 3.3696 -1.1444
C -1.9900 4.7927 -0.6391
C -1.0024 5.5380 -1.4897
C 0.1307 6.0739 -1.0083
C 1.1229 7.1419 -1.1843
C 0.7254 6.6487 0.2095
H 0.9373 2.0995 -0.6403
H -2.5978 3.0094 -1.8829
H -3.0134 5.1625 -0.8035
H -1.7079 4.8420 0.4221
H -1.2723 5.7244 -2.5342
H 2.1135 6.8689 -1.5571
H 0.7802 8.1352 -1.4850
H 0.1231 7.3167 0.8305
H 1.4474 6.0401 0.7610
O 2.3850 3.5622 -1.0004
H 1.9846 4.5217 -1.0959
H 2.7846 3.5338 -0.1261
```

=====

#iii
DFT (ωB97M-V with the def2-TZVPD basis set) results for the molecule C7H11NO.

Summary:
Orbital gap (alpha / beta) (eV): 5.761 / 5.760
LUMO level (alpha / beta) (eV): -0.806 / -0.806
HOMO level (alpha / beta) (eV): -6.57 / -6.57

```
20
C7H11NO (ωB97M-V with the def2-TZVPD basis set)
C 1.2830 1.1877 1.2489
O 1.0112 2.3052 0.4496
C -0.9463 0.9069 -1.1080
C -1.7532 1.3071 -1.9230
H 0.4927 2.0785 -0.3504
H 0.5712 1.1597 2.0842
H 2.2731 1.3167 1.6924
H -2.3529 1.7747 -2.6604
C -0.2607 -1.6057 -0.9992
C -1.3165 -0.5735 0.9369
N -0.3103 -0.4337 -0.1296
C 1.2318 -0.1130 0.4780
C 2.1859 -0.9591 0.2271
H 0.4316 -2.3158 -0.5149
H -1.2425 -2.0644 -1.1322
H 0.1425 -1.3270 -1.9684
H -1.0062 -1.3850 1.6013
H -2.2963 -0.7999 0.5187
H -1.3767 0.3549 1.4985
H 3.2386 -0.8142 0.0504
```

=====

Stability check: which of them is most stable? #ii.

=====

#i
DFT (ωB97M-V with the def2-TZVPD basis set) results for a 2-piece molecular cluster, C4H7N3O3 overall.

Summary:
Orbital gap (alpha / beta) (eV): 8.021 / 6.356
LUMO level (alpha / beta) (eV): -0.093 / -1.463
HOMO level (alpha / beta) (eV): -8.11 / -7.82

```
17
C4H7N3O3 (ωB97M-V with the def2-TZVPD basis set)
C -0.3593 -1.4166 -1.0043
C -1.4438 -0.5797 -1.3396
C 0.2058 -0.9476 0.2030
C -1.5746 0.3562 -0.3309
N -0.5910 0.1664 0.6008
N 1.7547 0.6097 -0.3594
N 2.1806 0.8113 0.8735
O 0.9866 -1.4570 1.1078
O -2.3579 1.4508 -0.1607
O -0.3468 0.6526 1.7524
H -0.0834 -2.3446 -1.4763
H -2.2532 -0.7986 -2.1684
H 2.4457 0.1715 -0.9118
H 0.7990 1.0567 -0.6202
H 1.4098 1.1596 1.5393
H 1.3757 -0.7170 1.6533
H -2.1479 1.8262 0.6413
```

=====

#ii
DFT (ωB97M-V with the def2-TZVPD basis set) results for the molecule C4H7N3O3.

Summary:
Orbital gap (eV): 8.296
LUMO level (eV): 0.740
HOMO level (eV): -7.56

```
17
C4H7N3O3 (ωB97M-V with the def2-TZVPD basis set)
C 0.2691 0.7548 -0.0165
C 0.4164 -1.4409 -0.6561
C 2.3599 -0.2588 -0.0400
C -1.8989 1.4752 -0.1797
N 3.6118 -0.0904 0.0454
N 1.5624 0.9032 -0.0182
N -0.3421 -2.2598 0.0493
O 1.7074 -1.4023 -0.0881
O 2.3101 2.0998 -0.0466
O -0.5192 1.8080 -0.1444
H -2.4337 2.3890 -0.4295
H -2.2332 1.1023 0.7920
H -2.0836 0.7087 -0.9374
H 4.1743 -0.9295 0.0014
H -0.0782 -2.6475 0.9520
H -1.2469 -2.5069 -0.3142
H 3.2369 1.7856 0.0227
```

=====

Stability check: which of them is most stable? #ii.

=====

#i
DFT (ωB97M-V with the def2-TZVPD basis set) results for an isolated ion of composition C11H15N2 and charge +1.

Summary:
Charge: +1
Orbital gap (eV): 7.937
LUMO level (eV): -3.432
HOMO level (eV): -11.37
SMILES string: CC1=C2C=CC=C[C@@H]2C(=[N+](C)C)N1

```
28
C11H15N2 (ωB97M-V with the def2-TZVPD basis set)
C 0.0662 -0.4138 -3.2984
C 0.0738 -0.2633 -1.8268
C 0.3072 -1.1648 -0.8623
C 0.1995 -2.6162 -1.0062
C -0.4103 -3.2412 -0.0277
C -0.6795 -2.6389 1.2671
C -0.3553 -1.3623 1.5748
C 0.3006 -0.5739 0.5109
C 0.0270 0.8618 0.1164
N 0.0716 1.8904 0.9684
C -0.4386 3.2130 0.7282
C 0.6374 1.6159 2.3274
N -0.0673 0.9715 -1.2001
H -0.0672 0.5245 -3.6668
H -0.6064 -1.1780 -3.5907
H 0.9458 -0.7563 -3.6655
H 0.4420 -3.2182 -1.8644
H -0.6206 -4.2318 -0.0911
H -1.4326 -3.1828 1.7599
H -0.3705 -0.9777 2.5644
H 1.3951 -0.4956 0.8745
H -1.1369 3.2599 -0.0220
H -0.8445 3.5937 1.6440
H 0.3614 3.9389 0.4742
H -0.1583 1.6204 3.0114
H 0.9778 0.4841 2.3389
H 1.3963 2.3937 2.6283
H -0.0137 1.9468 -1.6666
```

=====

#ii
DFT (ωB97M-V with the def2-TZVPD basis set) results for an isolated ion of composition C11H15N2 and charge +1.

Summary:
Charge: +1
Orbital gap (alpha / beta) (eV): 6.265 / 5.460
LUMO level (alpha / beta) (eV): -6.162 / -6.768
HOMO level (alpha / beta) (eV): -12.43 / -12.23

```
28
C11H15N2 (ωB97M-V with the def2-TZVPD basis set)
C 3.5303 0.6984 0.3518
C 2.2691 1.1351 0.3520
C 4.0500 -0.5112 0.1780
C 3.1587 -1.6113 0.0362
C 1.8532 -1.2418 0.1592
C 1.4578 0.0323 0.2838
C -2.6789 1.1904 -0.6862
C -2.4989 -0.2302 -0.2024
C -1.3181 1.9167 -0.4673
C -0.2453 0.1673 0.6929
C -1.0413 -0.6098 -0.3438
N -0.8497 -2.0549 -0.0716
N -0.6723 1.5084 0.6790
H 5.1353 -0.7616 -0.0138
H 3.5736 -2.5858 -0.1860
H 0.9853 -1.9856 0.1567
H -2.9580 1.3115 -1.7428
H -3.4992 1.5621 0.0098
H -2.7546 -0.4258 0.8539
H -3.1792 -0.8531 -0.7762
H -0.7342 2.0586 -1.4447
H -1.5133 2.9602 -0.3046
H -0.1213 -0.4097 1.6360
H -0.6244 -0.6236 -1.3552
H -1.4795 -2.6739 -0.5626
H -1.0416 -2.2887 0.9240
H 1.8390 2.2029 0.3669
H -0.6423 2.1229 1.4774
```

=====

Stability check: which of them is most stable? #i.

=====

#i
DFT (ωB97M-V with the def2-TZVPD basis set) results for a 2-piece molecular cluster, CCl2FNO overall.

Summary:
Orbital gap (eV): 9.913
LUMO level (eV): -0.682
HOMO level (eV): -10.60
SMILES string: O=C=NCl.FCl

```
6
CCl2FNO (ωB97M-V with the def2-TZVPD basis set)
O 1.2688 -0.2798 1.0880
C 0.8514 0.6607 0.5875
N 0.5856 1.6433 -0.1499
Cl -1.0179 2.1186 -0.7020
F -1.2730 -1.5609 -0.8998
Cl -0.3817 -1.7708 -1.9614
```

=====

#ii
DFT (ωB97M-V with the def2-TZVPD basis set) results for the molecule CCl2FNO.

Summary:
Orbital gap (eV): 9.041
LUMO level (eV): -2.193
HOMO level (eV): -11.23
SMILES string: O=C(F)N(Cl)Cl

```
6
CCl2FNO (ωB97M-V with the def2-TZVPD basis set)
O 1.3872 1.2908 0.0005
C 0.7476 0.3226 0.0254
F 1.4346 -1.1479 -0.1314
N -0.5229 -0.0659 0.1793
Cl -1.8129 1.2976 -0.0304
Cl -1.2335 -1.6973 -0.0434
```

=====

Stability check: which of them is most stable? #ii.

=====

#i
DFT (ωB97M-V with the def2-TZVPD basis set) results for the molecule CH4O3S.

Summary:
Orbital gap (eV): 9.601
LUMO level (eV): -0.195
HOMO level (eV): -9.80
SMILES string: OC(O)OS

```
9
CH4O3S (ωB97M-V with the def2-TZVPD basis set)
O 1.3644 -0.8142 0.0903
C 0.1929 -0.1756 -0.4290
O -0.5727 -0.8987 -1.3951
O -0.7567 -0.0419 0.5678
S -1.3886 1.6234 0.9086
H 1.3691 -0.6646 0.9979
H 0.4941 0.7738 -0.7658
H -0.5407 -1.8497 -1.1406
H -0.1618 2.0474 1.1660
```

=====

#ii
DFT (ωB97M-V with the def2-TZVPD basis set) results for CH4O3S as an isolated structure.

Summary:
Orbital gap (eV): 9.770
LUMO level (eV): 0.439
HOMO level (eV): -9.33

```
9
CH4O3S (ωB97M-V with the def2-TZVPD basis set)
C 0.7342 0.1214 -0.5756
O 1.5510 0.7122 0.2949
O 0.6595 -1.2216 -0.5306
O -0.8040 0.9575 -0.2257
S -1.9638 -0.1279 0.1085
H 0.8434 0.6748 -1.5897
H 1.1727 0.3465 1.1118
H -0.2868 -1.4665 -0.1757
H -1.9063 0.0036 1.5820
```

=====

Stability check: which of them is most stable? #i.

=====

#i
DFT (ωB97M-V with the def2-TZVPD basis set) results for a 2-piece molecular cluster, C3H10NS overall.

Summary:
Charge: -1
Orbital gap (eV): 6.964
LUMO level (eV): 4.195
HOMO level (eV): -2.77

```
15
C3H10NS (ωB97M-V with the def2-TZVPD basis set)
S 2.2152 -0.9366 0.5366
H 3.5031 -1.1512 0.6749
C -1.1771 -0.9962 0.1432
N -0.8658 0.4165 -0.1944
C -0.2065 1.0756 0.9379
C -0.0300 0.4692 -1.3930
H -1.8517 -1.0649 0.9568
H -0.2333 -1.5279 0.3233
H -1.6880 -1.5081 -0.7280
H 0.0338 2.0854 0.7052
H -0.9104 1.0881 1.8583
H 0.7483 0.6520 1.3080
H 0.0842 1.5140 -1.7021
H -0.5929 -0.0896 -2.2668
H 0.9712 -0.0263 -1.1601
```

=====

#ii
DFT (ωB97M-V with the def2-TZVPD basis set) results for a 2-piece molecular cluster, C3H10NS overall.

Summary:
Charge: -1
Orbital gap (eV): 6.443
LUMO level (eV): 4.193
HOMO level (eV): -2.25

```
15
C3H10NS (ωB97M-V with the def2-TZVPD basis set)
C -2.4385 0.1600 1.0254
S -2.0022 0.6231 -0.6790
H -2.4993 1.0451 1.6600
H -3.4344 -0.3110 1.0434
H -1.8746 -0.6239 1.5248
C 1.1913 0.5941 0.5213
N 1.0696 -0.7025 -0.0746
C 1.5021 -0.6981 -1.4835
H 0.3233 0.7471 1.1693
H 2.0843 0.9267 1.0499
H 1.1366 1.3956 -0.2310
H 0.1159 -1.0349 -0.1027
H 1.2019 0.2390 -1.9637
H 1.0351 -1.5447 -1.9669
H 2.5889 -0.8156 -1.4926
```

=====

#iii
DFT (ωB97M-V with the def2-TZVPD basis set) results for a 2-piece molecular cluster, C3H10NS overall.

Summary:
Charge: -1
Orbital gap (eV): 5.594
LUMO level (eV): 3.564
HOMO level (eV): -2.03

```
15
C3H10NS (ωB97M-V with the def2-TZVPD basis set)
C -0.9626 -0.7529 -3.2268
S -1.8224 0.8532 -3.1712
H -0.0007 -0.6205 -3.6806
H -1.4458 -1.5056 -3.8066
H -0.7483 -1.0732 -2.2103
C 0.8117 1.1766 2.4623
N 1.1800 0.0595 1.5942
C 0.0482 -0.5777 0.9432
H -0.2686 1.3214 2.4125
H 1.2761 2.1183 2.1554
H 1.1103 0.9742 3.4842
H 1.7772 0.3523 0.8324
H -0.7880 0.0663 0.6677
H 0.2637 -1.0379 -0.0167
H -0.4309 -1.3542 1.5604
```

=====

Stability check: which of them is most stable? #ii.

=====

#i
DFT (ωB97M-V with the def2-TZVPD basis set) results for a 2-piece molecular cluster, C5H11B overall.

Summary:
Orbital gap (alpha / beta) (eV): 7.754 / 7.751
LUMO level (alpha / beta) (eV): 0.544 / 0.544
HOMO level (alpha / beta) (eV): -7.21 / -7.21

```
17
C5H11B (ωB97M-V with the def2-TZVPD basis set)
B -0.5195 -0.3006 -0.0455
C -3.1160 -0.2156 0.2099
C -1.9854 -0.2929 -0.4931
C 0.3796 2.2146 0.0062
C 2.0431 -0.9674 -0.2174
C 0.6155 -1.3760 0.2688
H -4.0959 -0.2514 -0.4124
H -3.0650 -0.0258 1.2067
H -1.9726 -0.3220 -1.5158
H -0.3407 2.9533 -0.2355
H 0.9603 2.0582 -0.9282
H 0.7320 2.1277 1.0734
H 2.5158 -0.2353 0.3703
H 2.6538 -1.7819 0.0336
H 2.1668 -0.8019 -1.2243
H 0.4631 -2.3200 -0.0930
H 0.5364 -1.5710 1.4444
```

=====

#ii
DFT (ωB97M-V with the def2-TZVPD basis set) results for a 2-piece molecular cluster, C5H11B overall.

Summary:
Orbital gap (eV): 10.230
LUMO level (eV): 0.637
HOMO level (eV): -9.59

```
17
C5H11B (ωB97M-V with the def2-TZVPD basis set)
B 0.0063 0.6291 0.4767
C 0.2652 -1.8355 -1.9020
C -0.6731 -1.0623 -1.4436
C 0.7468 -0.3229 1.4456
C -0.5434 1.8899 1.2270
C -0.2866 0.3424 -1.0371
H 0.0278 -2.7989 -2.0981
H 1.3089 -1.5871 -1.8767
H -1.6592 -1.4593 -1.1865
H 1.2409 -1.2606 1.1256
H 0.0387 -0.5748 2.3379
H 1.5101 0.1334 1.9270
H -0.3445 2.8735 0.7399
H -0.3629 1.8307 2.3287
H -1.6664 1.7893 1.1159
H 1.1617 0.3140 -1.4323
H -0.7702 1.0989 -1.7480
```

=====

Stability check: which of them is most stable? #ii.

=====

#i
DFT (ωB97M-V with the def2-TZVPD basis set) results for an isolated ion of composition CH4BrN4 and charge +1.

Summary:
Charge: +1
Orbital gap (alpha / beta) (eV): 8.054 / 8.048
LUMO level (alpha / beta) (eV): -6.048 / -6.052
HOMO level (alpha / beta) (eV): -14.10 / -14.10

```
10
CH4BrN4 (ωB97M-V with the def2-TZVPD basis set)
C 1.0917 0.4039 0.2450
N -1.0066 1.4509 -0.1950
N 0.1979 1.0359 -0.1052
N -1.6652 -1.5117 -0.3570
N 2.1607 -0.1687 0.5102
Br -2.3947 -0.1790 0.3054
H -1.1133 2.3013 -0.7204
H -2.0541 -2.0110 -1.1044
H 2.2134 -1.0701 0.0616
H 2.5702 -0.2517 1.3598
```

=====

#ii
DFT (ωB97M-V with the def2-TZVPD basis set) results for an isolated ion of composition CH4BrN4 and charge +1.

Summary:
Charge: +1
Orbital gap (eV): 8.757
LUMO level (eV): -5.911
HOMO level (eV): -14.67
SMILES string: [H]/N=N/C(=[NH2+])NBr

```
10
CH4BrN4 (ωB97M-V with the def2-TZVPD basis set)
H -1.7904 1.0936 -1.9589
N -1.9658 0.5873 -1.0661
N -0.8296 0.6811 -0.6004
C 0.0089 0.0581 0.1903
N 0.6801 0.6756 1.1718
N 0.2749 -1.2624 -0.0802
Br 1.9904 -1.9259 0.2537
H 0.3222 1.4893 1.6362
H 1.6461 0.2628 1.3493
H -0.3368 -1.6595 -0.8958
```

=====

Stability check: which of them is most stable? #ii.